A | Density functional theory data (ωB97M-V with the def2-TZVPD basis set) for a structure of composition C2H3NS2.

Kohn-Sham gap, eV: 8.776
LUMO level, eV: 0.30
2S+1: 1

Geometry (Å):
C (-0.145, -1.139, 0.480)
C (0.816, 1.194, 0.094)
H (0.130, -0.889, 1.669)
H (-0.198, -2.183, 0.241)
H (1.511, 2.075, 0.614)
N (-0.525, 1.199, 0.179)
S (1.307, -0.386, -0.246)
S (-1.419, -0.097, -0.205)



B | Density functional theory data (ωB97M-V with the def2-TZVPD basis set) for the molecule C2H3NS2.

Kohn-Sham gap, eV: 8.003
LUMO level, eV: -0.91
2S+1: 1

Geometry (Å):
S (2.609, -0.589, -0.002)
C (1.012, -0.646, 0.016)
N (0.196, 0.440, -0.018)
C (-1.208, 0.412, 0.010)
S (-2.175, -0.875, -0.003)
H (0.462, -1.553, -0.017)
H (0.647, 1.363, 0.007)
H (-1.543, 1.448, 0.008)



C | Density functional theory data (ωB97M-V with the def2-TZVPD basis set) for the molecule C2H3NS2.

Kohn-Sham gap, eV: 7.450
LUMO level, eV: -0.67
2S+1: 1

Geometry (Å):
S (1.493, -0.867, -0.716)
C (0.127, -0.380, -1.431)
N (-0.968, 0.254, -0.901)
C (-1.270, 0.689, 0.375)
S (-0.393, 0.578, 1.734)
H (-0.015, -0.567, -2.487)
H (-1.704, 0.424, -1.574)
H (-2.253, 1.133, 0.410)



List of relative energies, unit hartree: A 0.0674; B 0.0000; C 0.0097



A | Density functional theory data (ωB97M-V with the def2-TZVPD basis set) for the molecule C2H3NS2.

Kohn-Sham gap, eV: 7.970
LUMO level, eV: -1.05
2S+1: 1

Geometry (Å):
S (-0.785, -1.869, 1.923)
C (-0.363, -0.524, 1.215)
C (0.341, -0.581, -0.024)
N (0.417, 0.288, -0.898)
S (-0.209, 1.815, -1.173)
H (-0.534, 0.459, 1.694)
H (0.817, -1.498, -0.299)
H (0.316, 1.911, -2.437)



B | Density functional theory data (ωB97M-V with the def2-TZVPD basis set) for the molecule C2H3NS2.

Kohn-Sham gap, eV: 8.364
LUMO level, eV: -0.44
2S+1: 1

Geometry (Å):
C (1.881, 0.035, -0.165)
N (0.649, -0.303, 0.088)
S (-0.481, 0.938, 0.074)
C (-1.859, -0.147, 0.017)
S (-3.414, 0.179, -0.095)
H (2.186, 1.099, -0.280)
H (2.513, -0.797, -0.323)
H (-1.473, -1.004, 0.683)



List of relative energies, unit hartree: A 0.0000; B 0.0021



A | Density functional theory data (ωB97M-V with the def2-TZVPD basis set) for the molecule C4H6N2.

Kohn-Sham gap, eV: 10.714
LUMO level, eV: 0.47
2S+1: 1

Geometry (Å):
C (-1.276, -0.778, -0.465)
C (0.081, -0.524, 0.237)
C (1.354, -0.054, -0.442)
N (1.623, 1.168, -0.152)
C (0.543, 1.548, 0.692)
N (-0.261, 0.631, 1.064)
H (-1.279, -1.573, -1.210)
H (-1.962, -1.047, 0.346)
H (-1.675, 0.146, -0.897)
H (0.334, -1.435, 0.795)
H (2.105, -0.668, -0.941)
H (0.413, 2.587, 0.974)



B | Density functional theory data (ωB97M-V with the def2-TZVPD basis set) for the molecule C4H6N2.

Kohn-Sham gap, eV: 10.854
LUMO level, eV: 0.51
2S+1: 1

Geometry (Å):
C (-0.507, 1.264, 0.749)
C (0.217, -0.074, 0.548)
C (-0.583, -1.206, -0.043)
N (-0.151, -1.540, -1.205)
C (0.944, -0.649, -1.411)
N (1.243, 0.150, -0.462)
H (-1.361, 1.198, 1.428)
H (0.217, 1.977, 1.153)
H (-0.845, 1.647, -0.219)
H (0.666, -0.394, 1.498)
H (-1.394, -1.750, 0.438)
H (1.473, -0.667, -2.360)



C | Density functional theory data (ωB97M-V with the def2-TZVPD basis set) for the molecule C4H6N2.

Kohn-Sham gap, eV: 11.104
LUMO level, eV: 1.00
2S+1: 1

Geometry (Å):
C (0.641, 1.387, -0.047)
N (0.775, -0.121, -0.462)
C (0.489, -1.127, 0.518)
C (-0.454, -0.931, -0.609)
C (-1.665, -0.322, -0.156)
N (-2.540, 0.408, 0.133)
H (0.821, 1.813, -1.046)
H (-0.342, 1.725, 0.479)
H (1.436, 1.509, 0.624)
H (0.055, -0.903, 1.487)
H (1.297, -1.927, 0.608)
H (-0.512, -1.512, -1.531)



List of relative energies, unit hartree: A 0.0113; B 0.0000; C 0.0624



A | Density functional theory data (ωB97M-V with the def2-TZVPD basis set) for a cluster of 2 separate species, C4H6N2 in total.

Kohn-Sham gap (spin up / spin down), eV: 8.601 / 8.675
LUMO level (spin up / spin down), eV: -0.99 / -0.98
2S+1: 1

Geometry (Å):
N (2.227, -0.554, 1.093)
C (1.069, -0.595, 1.078)
C (-0.396, -0.661, 1.083)
C (-1.036, 0.476, 0.313)
C (1.184, 0.349, -1.582)
N (-2.077, 0.249, -0.369)
H (-0.723, -1.608, 0.644)
H (-0.739, -0.639, 2.125)
H (-0.555, 1.453, 0.427)
H (1.465, -0.619, -2.051)
H (1.975, 1.037, -1.948)
H (-2.393, 1.111, -0.814)



B | Density functional theory data (ωB97M-V with the def2-TZVPD basis set) for the molecule C4H6N2.

Kohn-Sham gap (spin up / spin down), eV: 7.338 / 7.355
LUMO level (spin up / spin down), eV: -0.35 / -0.35
2S+1: 1

Geometry (Å):
N (-0.674, -1.482, -0.243)
C (-0.248, -0.166, -0.085)
C (0.219, 0.593, -1.361)
C (1.176, 0.202, -0.360)
C (-0.618, 0.522, 1.032)
N (-0.497, 0.900, 2.172)
H (-0.299, -2.120, 0.454)
H (-1.676, -1.647, -0.199)
H (-0.017, 1.642, -1.532)
H (0.000, -0.100, -2.168)
H (0.715, 0.718, 2.197)
H (1.576, 1.120, 0.077)



C | Density functional theory data (ωB97M-V with the def2-TZVPD basis set) for the molecule C4H6N2.

Kohn-Sham gap, eV: 9.804
LUMO level, eV: 0.75
2S+1: 1

Geometry (Å):
C (0.994, 1.875, -0.078)
C (0.862, 0.537, -0.059)
C (-0.407, -0.212, 0.253)
C (-0.525, -1.729, 0.013)
N (-1.684, 0.551, -0.231)
N (-1.510, 0.357, 0.971)
H (1.995, 2.411, -0.404)
H (0.201, 2.585, 0.175)
H (1.765, -0.134, -0.141)
H (-1.602, -2.077, -0.135)
H (-0.001, -2.256, 0.691)
H (-0.087, -1.910, -1.055)



D | Density functional theory data (ωB97M-V with the def2-TZVPD basis set) for the molecule C4H6N2.

Kohn-Sham gap, eV: 9.598
LUMO level, eV: 0.50
2S+1: 1

Geometry (Å):
C (2.428, -0.743, -1.449)
C (1.248, -0.603, -1.141)
C (-0.175, -0.189, -1.328)
N (-0.870, 0.571, -0.252)
N (-1.115, -0.107, 0.873)
C (-1.098, 0.277, 2.027)
H (3.392, -1.259, -0.713)
H (-0.126, 0.558, -2.176)
H (-0.831, -0.980, -1.319)
H (-0.362, 1.406, 0.173)
H (-0.764, 1.313, 2.602)
H (-1.726, -0.243, 2.703)



List of relative energies, unit hartree: A 0.0786; B 0.0971; C 0.0000; D 0.1036